Record 1
Below is a 2-piece molecular cluster, C6H10N2O2 overall at a distorted geometry, with properties calculated with ωB97M-V with the def2-TZVPD basis set.

Element x y z (Å)
C  -2.33025  -0.68350  -0.81170
C  -1.37482  -1.37479  -0.14973
C  -2.31516  0.73771  -0.31243
C  -1.01748  0.88569  0.53879
C  -0.52838  -0.53121  0.70638
C  2.15752  1.14089  -0.69296
N  0.37501  -0.89686  1.43501
N  2.89784  0.27958  -0.07343
O  3.64004  0.41243  0.85731
O  2.62810  -1.04661  -0.51404
H  -3.21848  -1.00101  -1.55327
H  -1.05760  -2.39942  -0.25288
H  -2.45541  1.50243  -1.06258
H  -3.12858  0.96093  0.51648
H  -0.20941  1.37328  0.04761
H  -1.27815  1.42586  1.48737
H  2.36034  2.12876  -0.28708
H  1.48432  0.74465  -1.44539
H  2.83474  -1.71373  0.17234
H  0.53580  -1.94507  1.39420

Results
ΔE to the lowest compared entry with this formula, charge and spin ... 135.7 kcal/mol
HOMO-LUMO gap ... 9.733 eV
LUMO ... 0.70 eV
Electronic energy ... -494.42749 Ha
HOMO energy ... -9.04 eV

Atom charges from the natural (NBO) analysis, given in e for atoms 1 to 4: -0.129 -0.285 -0.446 -0.465

Record 2
Below is one molecule with the formula C6H10N2O2 at a distorted geometry, with properties calculated with ωB97M-V with the def2-TZVPD basis set.

Element x y z (Å)
C  1.22553  0.29155  -1.31717
C  -0.02081  0.47713  -0.87938
C  1.88711  -0.95766  -1.82802
C  -2.27739  0.99300  2.78289
C  -1.77462  1.04124  1.36511
C  -1.98125  -0.12494  0.53932
N  -0.83217  -0.58643  -0.62004
N  3.22329  -1.16567  -1.18959
O  -0.86472  -1.74462  -1.01852
O  -0.93106  0.91321  2.47868
H  1.65104  1.32220  -1.43501
H  -0.41226  1.41997  -0.53467
H  1.36064  -1.90531  -1.50957
H  1.88605  -1.00838  -2.97381
H  -2.69652  1.75686  3.27557
H  -2.68768  -0.04948  3.06524
H  -1.51355  2.03916  0.89402
H  -2.52932  -0.99841  0.74062
H  3.94993  -0.69670  -1.61509
H  3.33779  -1.01671  -0.22058

Results
ΔE to the lowest compared entry with this formula, charge and spin ... 188.3 kcal/mol
HOMO-LUMO gap (alpha / beta) ... 8.818 / 7.306 eV
LUMO (alpha / beta) ... -0.06 / -0.52 eV
Electronic energy ... -494.34368 Ha
HOMO energy (alpha / beta) ... -8.88 / -7.82 eV

Atom charges from the natural (NBO) analysis, given in e for atoms 1 to 4: -0.174 -0.095 -0.290 -0.062

Record 3
Below is one molecule with the formula C6H10N2O2 at a distorted geometry, with properties calculated with ωB97M-V with the def2-TZVPD basis set.

Element x y z (Å)
C  -0.60127  -0.74842  -0.84453
C  1.69086  0.06562  -0.55588
C  -0.92178  1.60050  -0.94265
C  0.79234  0.63226  0.37728
C  -0.34851  -2.15533  -0.93394
C  0.60948  -0.16436  1.62819
N  -1.15366  0.21166  -1.35645
N  -0.06200  1.68594  0.16611
O  2.47277  -0.86325  -0.32390
O  1.64753  0.71920  -1.70270
H  -0.48788  2.03291  -1.83571
H  -1.98323  2.11025  -0.87442
H  -0.50735  -2.34609  -1.94330
H  -1.02237  -2.69650  -0.30090
H  0.73936  -2.26696  -0.56243
H  0.87874  -1.20586  1.41027
H  -0.33256  -0.10536  1.99398
H  1.31413  0.20599  2.34777
H  2.46557  0.46704  -2.26842
H  -0.66865  1.71892  1.03655

Results
ΔE to the lowest compared entry with this formula, charge and spin ... 82.0 kcal/mol
HOMO-LUMO gap (alpha / beta) ... 7.903 / 7.902 eV
LUMO (alpha / beta) ... 0.55 / 0.55 eV
Electronic energy ... -494.51303 Ha
HOMO energy (alpha / beta) ... -7.35 / -7.35 eV

Atom charges from the natural (NBO) analysis, given in e for atoms 1 to 4: 0.419 0.669 -0.075 0.026

Record 4
Below is a 2-piece molecular cluster, C6H10N2O2S overall at a distorted geometry, with properties calculated with ωB97M-V with the def2-TZVPD basis set.

Element x y z (Å)
C  -2.47814  1.39222  0.86873
C  1.28731  -2.06722  1.75894
C  -1.28701  1.68256  0.30836
C  1.47987  -0.94723  1.08269
C  0.04646  1.14832  0.81426
C  0.39043  -0.28600  0.26455
N  0.64646  -0.25083  -1.14702
N  -0.28124  -0.16376  -1.91641
O  -1.47687  -0.19939  -1.69465
O  0.08093  -0.00403  -3.23434
S  2.87022  -0.78902  -3.23149
H  -3.47784  1.53026  0.43169
H  -2.43037  0.45850  1.41734
H  1.98030  -2.50983  2.33581
H  0.38545  -2.65948  1.69629
H  -1.42470  2.48834  -0.54757
H  2.53275  -0.49680  1.13202
H  0.84873  1.78580  0.72305
H  -0.08147  0.80881  1.93215
H  -0.60397  -0.93659  0.41653
H  0.99269  0.01535  -3.41095

Results
ΔE to the lowest compared entry with this formula, charge and spin ... 248.2 kcal/mol
HOMO-LUMO gap (alpha / beta) ... 6.057 / 6.035 eV
LUMO (alpha / beta) ... -3.14 / -3.16 eV
Electronic energy ... -892.45901 Ha
HOMO energy (alpha / beta) ... -9.20 / -9.20 eV

Atom charges from the natural (NBO) analysis, given in e for atoms 1 to 4: -0.413 -0.352 -0.163 -0.186

Record 5
Below is C6H10N2O3 as an isolated structure at a distorted geometry, with properties calculated with ωB97M-V with the def2-TZVPD basis set.

Element x y z (Å)
C  -1.66347  1.33278  0.01147
C  -2.63625  -0.80486  -0.24777
C  1.04698  0.16410  -1.35440
C  1.58630  0.83347  1.01534
C  1.36458  -1.53276  0.39143
C  0.74145  -0.16881  0.17036
N  -2.71023  0.67593  -0.48042
N  -0.59477  -0.09389  0.66359
O  -1.34408  2.45277  0.11090
O  -3.56489  -1.43327  -0.59110
O  -1.54995  -1.16812  0.37053
H  0.31250  -0.29488  -1.87690
H  0.80267  1.25321  -1.35690
H  2.04260  -0.12624  -1.61313
H  1.06758  1.25138  1.92477
H  1.97856  1.72745  0.48125
H  2.52601  0.37226  1.42112
H  2.43799  -1.31017  0.24590
H  1.10313  -1.80072  1.37997
H  0.74562  -2.30341  -0.20392
H  -3.69232  0.97376  -0.46209

Results
ΔE to the lowest compared entry with this formula, charge and spin ... 97.0 kcal/mol
HOMO-LUMO gap ... 9.904 eV
LUMO ... 0.52 eV
Electronic energy ... -569.75421 Ha
HOMO energy ... -9.38 eV

Atom charges from the natural (NBO) analysis, given in e for atoms 1 to 4: 0.844 0.905 -0.620 -0.619

Record 6
Below is one molecule with the formula C6H10N2O3 at a distorted geometry, with properties calculated with ωB97M-V with the def2-TZVPD basis set.

Element x y z (Å)
C  -0.60331  1.75939  -0.39071
C  1.88255  0.41786  -0.57755
C  -0.90444  0.23535  -0.16582
C  3.16434  -0.50311  -0.41904
C  -2.16883  -1.38424  -1.26745
C  -0.92989  0.27670  2.23886
N  0.54358  2.30682  -0.09121
N  1.64094  1.49214  0.07750
O  -1.76953  2.12449  -0.59135
O  -1.13108  -0.43531  -1.22318
O  -1.39433  -0.18558  1.01441
H  1.22363  0.09154  -1.39326
H  2.72837  -1.32021  0.14750
H  3.88146  -0.01828  0.24104
H  3.38705  -0.75600  -1.50256
H  -1.89491  -2.34388  -0.74621
H  -2.28769  -1.66728  -2.23948
H  -3.15503  -1.10715  -0.87294
H  -1.04122  -0.62947  2.97457
H  -1.39340  1.12754  2.66920
H  0.22175  0.51869  2.11768

Results
ΔE to the lowest compared entry with this formula, charge and spin ... 144.2 kcal/mol
HOMO-LUMO gap ... 8.342 eV
LUMO ... 0.15 eV
Electronic energy ... -569.67894 Ha
HOMO energy ... -8.20 eV

Atom charges from the natural (NBO) analysis, given in e for atoms 1 to 4: 0.499 0.036 0.772 -0.657

Record 7
Below is one molecule with the formula C6H10N2O3 at a distorted geometry, with properties calculated with ωB97M-V with the def2-TZVPD basis set.

Element x y z (Å)
C  -1.19114  -0.06915  -1.37242
C  0.05555  -0.61238  -0.97280
C  -0.43468  -1.38729  0.28476
C  -0.53912  -0.45465  1.53914
C  0.63106  0.57348  1.47650
C  0.68780  1.57432  0.21972
H  -2.86236  -0.12796  -1.96262
H  0.37144  -1.29582  -1.71185
H  0.33631  -2.23670  0.50285
H  -1.37083  -1.85565  0.05802
H  -0.52241  -0.92469  2.60360
H  -1.52728  -0.01075  1.58720
H  1.56138  -0.28293  1.28021
H  0.67245  1.02182  2.57819
H  1.64844  2.22551  0.47896
H  -0.32160  1.88784  -0.02968
N  1.00020  0.42198  -0.87684
N  2.18725  0.21067  -1.49242
O  -2.10028  -0.77296  -1.65653
O  -1.37515  1.17939  -1.24557
O  3.09298  0.93593  -1.28843

Results
ΔE to the lowest compared entry with this formula, charge and spin ... 148.3 kcal/mol
HOMO-LUMO gap ... 9.284 eV
LUMO ... 0.40 eV
Electronic energy ... -569.67234 Ha
HOMO energy ... -8.88 eV

Atom charges from the natural (NBO) analysis, given in e for atoms 1 to 4: 0.783 -0.180 -0.406 -0.431

Record 8
Below is one molecule with the formula C6H10N2O5 at a distorted geometry, with properties calculated with ωB97M-V with the def2-TZVPD basis set.

Element x y z (Å)
C  -1.17022  -1.51417  0.70180
C  1.14657  -0.70883  1.21080
C  -1.64612  -0.12582  0.54622
C  0.04133  0.49204  -0.63706
C  0.13674  -0.33213  -1.89750
C  2.16414  1.28400  0.33806
N  0.09888  -1.65039  1.18605
N  1.08778  0.30458  0.30537
O  -1.84723  -2.45284  0.32196
O  2.08453  -0.87998  1.95065
O  -1.51179  0.71268  1.61083
O  -2.78907  0.00628  -0.19023
O  -0.21584  1.83626  -0.82722
H  0.97900  0.02405  -2.49614
H  -0.77661  -0.24094  -2.48411
H  0.30218  -1.37892  -1.65954
H  3.07097  0.77379  0.65697
H  2.29693  1.70189  -0.65671
H  1.93908  2.08400  1.04301
H  0.35693  -2.57352  1.51281
H  -1.75362  1.60973  1.34004
H  -3.13225  -0.89255  -0.33816
H  -0.86230  1.92080  -1.53789

Results
ΔE to the lowest compared entry with this formula, charge and spin ... 58.8 kcal/mol
HOMO-LUMO gap ... 8.499 eV
LUMO ... 0.38 eV
Electronic energy ... -720.34099 Ha
HOMO energy ... -8.12 eV

Atom charges from the natural (NBO) analysis, given in e for atoms 1 to 4: 0.608 0.817 0.451 0.454

Record 9
Below is a 2-piece molecular cluster, C6H10N2Si overall at a distorted geometry, with properties calculated with ωB97M-V with the def2-TZVPD basis set.

Element x y z (Å)
C  1.84897  1.28881  1.69331
C  1.69127  0.37026  2.76438
C  1.06435  1.03951  0.56138
C  0.83684  -0.72113  2.67809
C  0.39084  -0.24444  0.46983
C  -1.96051  0.63810  -1.64531
N  0.13287  -1.02217  1.64477
N  0.08087  -0.80090  -0.73926
Si  -1.64296  -0.56607  -2.96023
H  2.29011  2.22862  1.85856
H  2.32216  0.56888  3.56422
H  1.09962  1.68699  -0.36352
H  0.68518  -1.42113  3.42152
H  -2.55845  0.29045  -0.82675
H  -1.08804  1.23192  -1.38570
H  -0.29458  -1.75870  -0.58974
H  -2.08417  -0.45429  -4.35214
H  -2.54050  -1.59349  -2.42351
H  -0.27387  -0.76124  -3.36990

Results
ΔE to the lowest compared entry with this formula, charge and spin ... 33.1 kcal/mol
2S+1 ... 3
HOMO-LUMO gap (alpha / beta) ... 8.732 / 7.877 eV
LUMO (alpha / beta) ... 0.53 / -2.17 eV
Electronic energy ... -633.43353 Ha
HOMO energy (alpha / beta) ... -8.20 / -10.05 eV

Atom charges from the natural (NBO) analysis, given in e for atoms 1 to 4: -0.195 -0.200 -0.190 0.029

Record 10
Below is an isolated ion of composition C6H10N3 and charge +1 at a distorted geometry, with properties calculated with ωB97M-V with the def2-TZVPD basis set.

Element x y z (Å)
C  2.09883  0.12022  0.50190
C  0.98027  0.79019  0.79135
C  2.00347  -1.32238  0.09867
C  0.60474  -1.69972  -0.16212
C  -0.84718  0.49319  -0.70735
C  -2.36860  0.82995  -0.78517
N  0.04049  -1.48260  -1.32139
N  -0.65070  -0.61022  -1.71197
N  -0.26647  0.20293  0.52230
H  3.00024  0.51093  0.57535
H  1.00712  1.75644  1.04158
H  2.68279  -1.56840  -0.86598
H  2.46152  -2.13505  0.86069
H  0.09995  -2.38872  0.46423
H  -0.11601  1.39274  -1.02354
H  -2.88414  -0.01954  -0.28312
H  -2.59871  0.98677  -1.72729
H  -2.70115  1.69831  -0.09666
H  -0.85521  -0.29601  1.16072

Results
ΔE to the lowest compared entry with this formula, charge and spin ... 115.9 kcal/mol
HOMO-LUMO gap ... 9.930 eV
LUMO ... -4.64 eV
Net charge ... +1
Electronic energy ... -398.48154 Ha
HOMO energy ... -14.57 eV

Atom charges from the natural (NBO) analysis, given in e for atoms 1 to 4: -0.112 -0.031 -0.545 0.187